DFT (wB97M-V/def2-TZVPD) results for a cluster of 6 separate species, C21H35B2ClO12 in total.

Structure (XYZ):
```
71
Properties=species:S:1:pos:R:3:forces:R:3
H -2.6930 6.3838 -1.3403 0.00 -0.02 -0.11
O 0.9020 -5.1532 -3.5715 -0.08 0.23 -0.02
H -3.5192 2.6010 7.3803 0.05 0.08 -0.05
H -2.9731 -0.0140 8.0412 0.03 0.04 0.05
O 0.4247 2.0716 6.0137 -0.08 0.18 0.10
H 1.3637 0.7882 -7.1035 0.02 0.02 0.01
O -1.5206 4.9425 -2.2316 -0.07 0.06 -0.05
C 1.3876 2.1960 -4.6214 -0.17 -0.35 -0.08
C 0.2792 1.3958 -5.3008 0.05 0.03 0.02
C -0.0182 -5.4828 -2.8834 0.26 -0.26 0.10
H -2.0519 -7.4260 -1.1046 0.03 0.04 0.05
H -0.5133 0.1591 7.9381 0.04 -0.02 -0.02
H -0.9653 6.4611 -0.9539 0.02 -0.01 0.01
C -1.7811 -6.7500 -1.9124 0.10 -0.01 -0.04
C 2.5692 -0.6487 -0.4793 0.35 -0.04 0.04
H 3.3452 -2.8122 -2.8764 0.00 -0.04 0.05
H -0.0574 3.8587 0.0663 0.02 -0.07 0.00
C 3.5059 -1.0023 -1.6120 -0.33 -0.09 -0.15
O 2.2741 0.1500 -5.3651 -0.03 -0.04 -0.02
O -0.2419 0.8873 0.8935 -0.33 0.65 -0.20
H -2.4047 2.2728 8.7188 0.02 -0.02 0.01
H -3.0452 4.4776 0.0810 -0.01 0.01 0.01
H 2.4317 -3.4810 -0.6982 0.02 0.04 0.04
H 0.8579 1.2004 4.1194 0.03 -0.07 -0.09
O 1.6409 -1.6094 -0.3234 -0.07 0.01 -0.01
H -1.5032 -5.1189 -0.4790 0.02 -0.02 0.00
H -1.4180 2.7165 0.0472 0.21 0.03 -0.03
C -1.0748 3.6898 -0.2933 -0.47 0.19 -0.09
H 0.3472 -7.1209 -1.5750 0.06 -0.02 -0.04
H 1.0981 2.5341 -3.6337 0.18 0.15 -0.07
C 1.8935 -2.6978 -1.2372 0.01 -0.14 -0.28
O -0.9252 -4.6040 -2.3905 0.00 -0.09 -0.05
C -1.0554 0.4177 7.0268 -0.36 0.07 -0.10
H -0.3041 0.8717 -4.5434 -0.02 0.03 0.02
H -3.1005 0.4734 6.3516 -0.01 0.01 0.00
O -0.6662 2.9072 -2.5695 -0.24 0.06 -0.02
H 1.9815 1.3329 2.7432 0.00 -0.02 -0.07
Cl -0.1119 -1.6788 3.6541 0.01 -0.10 0.01
H 2.0664 -1.6232 -3.0924 0.01 -0.02 -0.03
H 0.6307 0.8748 0.4710 0.15 -0.70 0.17
B -0.1621 1.3436 2.1818 0.33 -0.24 -0.03
H -2.4624 -6.9289 -2.7449 -0.02 0.01 0.01
C 2.7253 -2.0862 -2.3572 0.07 0.11 0.11
H 0.5631 -0.5558 -6.2704 0.08 -0.06 0.03
H -0.2114 -7.6032 -3.1939 0.18 -0.01 0.02
O 2.5998 0.3251 0.2315 -0.30 0.10 -0.16
H -0.4062 1.9967 -5.8939 0.04 0.00 -0.05
H 2.0421 -1.1378 2.3656 -0.12 -0.42 0.07
C -0.3368 -6.8829 -2.3911 -0.46 0.09 -0.02
C -2.5889 2.1104 7.6546 -0.08 -0.09 0.03
H -2.8242 -4.8412 -1.6268 0.04 0.10 -0.04
H -1.8114 5.3019 1.0315 0.05 0.03 -0.02
O -1.5167 2.7190 6.9131 -0.04 0.01 -0.01
O 3.4921 1.2338 -3.8405 -0.03 -0.02 -0.09
C -1.8384 -5.2817 -1.5051 -0.12 -0.03 0.06
H 4.4391 -1.3784 -1.1879 0.02 0.07 0.02
C -0.5939 1.7886 6.5746 0.14 -0.13 0.06
C -2.0163 4.8382 0.0690 0.10 -0.07 -0.06
H -0.8330 2.9621 3.0071 -0.11 -0.18 0.57
C 2.5098 1.1879 -4.5275 0.10 0.21 -0.04
H 0.9439 -3.0914 -1.5866 -0.08 0.07 0.12
C -1.8134 5.7903 -1.1052 -0.04 0.02 0.13
C 1.0479 0.8824 3.0911 0.04 0.43 0.25
B 1.1416 -0.6413 2.9466 0.29 0.20 0.03
C 1.0753 0.3925 -6.1273 -0.14 0.04 -0.01
C -2.5474 0.6333 7.2776 0.09 -0.03 -0.03
H 1.7233 3.0389 -5.2285 0.05 0.03 0.06
H -0.8472 -0.3216 6.2580 0.16 -0.01 0.03
O -1.1895 2.1398 2.6586 -0.11 0.14 -0.53
H 3.6930 -0.1224 -2.2209 0.22 -0.03 0.13
C -1.0523 3.7476 -1.8072 0.23 -0.09 0.25
```
Forces are in eV/Å.

Energy above the lowest of the compared OMol25 structures with the same formula, charge and spin (kcal per mole): 0.0
HOMO level (eV): -9.8318
Frontier orbital gap (Ha): 0.3823
SMILES: O=C1CCCO1.O=C1CCCO1.O=C1CCCO1.O=C1CCCO1.O=C1CCCO1.OB(O)CBCl

Results of the Mulliken charge analysis, in e, for atoms 1 through 6:
1. H 0.336
2. O -0.578
3. H 0.329
4. H 0.325
5. O -0.640
6. H 0.288